No. 1
Formula: C41H35BBr2F9N3O7S3Sr
Source: the Open Molecules 2025 dataset
Level of theory: wB97M-V/def2-TZVPD

Last column: Mulliken charge in e.
Geometry (Å):
Sr -0.54 1.07 0.64  3.1702
O -1.15 -1.85 0.51  -0.1208
S -0.73 -3.13 1.08  0.1565
C -1.72 -4.39 -0.02  -1.3572
C -2.10 -3.81 -1.37  0.0824
C -3.34 -2.92 -1.25  -0.4391
C -3.87 -2.43 -2.59  -0.9266
S -3.14 -0.77 -3.11  0.1506
O -2.48 -0.21 -1.93  -0.3334
C -1.82 -1.45 -4.15  0.3271
C -0.51 -1.35 -3.71  -0.5397
C 0.51 -1.83 -4.52  -0.7332
C 0.21 -2.38 -5.75  -0.5561
C -1.10 -2.44 -6.20  -0.5436
C -2.12 -1.97 -5.40  -0.4276
C 0.81 -3.60 0.27  0.0644
C 1.43 -4.79 0.61  -0.5408
C 2.61 -5.15 -0.01  -0.6061
C 3.18 -4.32 -0.97  -0.7246
C 2.57 -3.12 -1.29  -0.8475
C 1.38 -2.76 -0.67  0.0532
H -2.61 -4.65 0.56  0.5295
H -1.10 -5.27 -0.12  0.5199
H -2.30 -4.62 -2.09  0.6291
H -1.26 -3.22 -1.75  -0.2865
H -3.08 -2.06 -0.63  -0.0821
H -4.13 -3.47 -0.74  0.4862
H -4.94 -2.22 -2.51  0.4845
H -3.70 -3.14 -3.39  0.5513
H -0.31 -0.88 -2.76  0.8009
H 1.53 -1.77 -4.18  0.4254
H 1.01 -2.75 -6.38  0.3890
H -1.32 -2.85 -7.18  0.3575
H -3.15 -2.00 -5.74  0.4420
H 0.99 -5.42 1.37  0.4186
H 3.10 -6.08 0.26  0.3956
H 4.11 -4.60 -1.44  0.3482
H 3.02 -2.45 -2.00  0.5114
H 0.91 -1.81 -0.88  0.6372
C -4.61 2.20 -1.14  -0.6301
C -4.68 2.45 0.33  0.5355
C -5.83 3.06 0.89  -0.8501
C -5.90 3.24 2.24  -0.9566
C -4.84 2.81 3.06  0.9572
C -4.80 2.91 4.46  0.2011
Br -6.28 3.70 5.41  -0.3182
C -3.73 2.48 5.20  -0.4652
C -2.63 1.94 4.55  -0.2999
Br -1.13 1.36 5.57  -0.2022
C -2.53 1.81 3.14  0.2653
O -1.51 1.37 2.57  -0.5972
C -3.71 2.24 2.40  -0.5031
N -3.67 2.08 1.08  0.1670
H -5.59 2.29 -1.59  0.4201
H -4.20 1.21 -1.31  -0.2355
H -3.93 2.91 -1.62  0.2831
H -6.63 3.37 0.24  0.4290
H -6.77 3.71 2.69  0.3176
H -3.71 2.56 6.27  0.4084
O 2.53 2.03 1.05  -1.2301
B 1.84 1.10 0.27  -0.5358
O 2.80 0.39 -0.48  -0.0696
C 4.01 0.87 -0.15  0.5217
C 5.27 0.50 -0.58  -1.1005
C 6.35 1.20 -0.07  -0.5552
C 6.18 2.24 0.83  -0.4927
C 4.92 2.61 1.28  -1.0893
C 3.84 1.90 0.79  1.1012
H 5.40 -0.31 -1.28  0.4204
H 7.36 0.93 -0.38  0.3612
H 7.05 2.78 1.19  0.3594
H 4.78 3.42 1.99  0.5029
O -2.07 2.52 -2.95  -0.7018
H -1.39 2.93 -2.38  0.7066
H -2.16 1.63 -2.57  -0.0135
C 4.05 -0.94 6.41  -1.1408
C 3.40 -1.99 5.55  0.9235
C 3.56 -3.35 5.79  -0.7348
C 2.88 -4.19 4.92  -0.2356
N 2.12 -3.77 3.93  -0.4085
C 2.02 -2.43 3.78  -0.2799
S 1.04 -1.80 2.55  -0.0811
N 2.66 -1.55 4.56  -0.3849
H 4.68 -1.38 7.18  0.3447
H 3.27 -0.34 6.88  0.2290
H 4.65 -0.27 5.79  0.2595
H 4.16 -3.74 6.60  0.3006
H 2.95 -5.28 5.03  0.3746
F 2.53 5.96 -1.43  -0.3201
C 1.48 5.30 -0.90  0.1678
F 0.73 6.24 -0.31  -0.3118
F 1.97 4.54 0.07  -0.0888
C 0.65 4.44 -1.94  1.3193
O -0.11 3.57 -1.37  -0.9375
C 1.72 3.79 -2.90  0.4426
F 2.17 4.61 -3.88  -0.3327
F 1.21 2.72 -3.52  -0.2481
F 2.81 3.37 -2.26  -0.2540
C -0.16 5.47 -2.82  0.2826
F 0.45 6.66 -2.99  -0.3012
F -0.40 5.01 -4.06  -0.2837
F -1.35 5.74 -2.28  -0.2775

Summary:
Energy above the lowest of the compared OMol25 structures with the same formula, charge and spin (kJ/mol): 324.12
F_max (hartree/bohr): 0.0588
Kohn-Sham gap (eV): 5.365
Charge: -2

No. 2
Formula: C41H35BBrClN2O6Ti
Source: the Open Molecules 2025 dataset
Level of theory: wB97M-V/def2-TZVPD

Last column: Mulliken charge in e.
Geometry (Å):
Ti 1.66 -0.37 1.31  0.1712
C 1.51 3.92 -2.62  -1.5414
C 2.00 2.97 -1.56  0.6831
C 3.30 3.05 -1.04  -0.3232
C 3.74 2.19 -0.06  -1.4676
C 2.87 1.20 0.43  0.3250
Br 3.57 -1.38 2.70  -0.7720
N 1.64 1.14 -0.11  1.0339
C 1.19 1.98 -1.05  -0.6456
H 2.34 4.53 -2.99  0.3901
H 0.74 4.60 -2.24  0.2947
H 1.08 3.39 -3.47  0.3324
H 3.97 3.81 -1.44  0.3068
H 4.74 2.26 0.34  0.5657
H 0.17 1.83 -1.39  0.2695
Cl 6.21 -0.09 -5.58  -0.3045
C 4.96 -0.46 -4.40  0.3681
C 5.33 -0.95 -3.14  -0.6448
C 4.37 -1.25 -2.21  -0.7141
C 2.98 -1.09 -2.51  0.8228
C 2.65 -0.56 -3.80  -0.1726
C 3.62 -0.26 -4.72  -1.1603
C 2.04 -1.39 -1.51  0.0835
O 2.27 -1.69 -0.32  -0.8754
O 0.66 -1.23 -1.85  0.4354
H 6.38 -1.08 -2.90  0.3860
H 4.64 -1.60 -1.23  0.4330
H 1.62 -0.35 -4.07  0.4060
H 3.35 0.16 -5.68  0.3750
O 0.40 -2.86 -3.68  -0.5252
B 0.00 -1.79 -2.85  0.9074
O -1.29 -1.34 -3.22  -0.4664
C -1.66 -2.14 -4.25  0.6589
C -2.83 -2.13 -4.97  -1.0578
C -2.97 -3.08 -6.00  -0.4840
C -1.95 -3.98 -6.28  -0.4824
C -0.77 -3.99 -5.54  -1.0235
C -0.64 -3.06 -4.53  0.5704
H -3.61 -1.42 -4.74  0.5013
H -3.88 -3.10 -6.59  0.3628
H -2.09 -4.70 -7.08  0.3667
H 0.03 -4.69 -5.74  0.5077
C -6.17 -1.75 1.86  -1.5633
C -4.70 -1.81 2.15  0.7393
C -4.16 -1.18 3.26  -0.8326
C -2.79 -1.20 3.53  0.6755
C -2.31 -0.43 4.73  -1.5643
C -1.94 -1.87 2.64  1.2412
C -2.46 -2.51 1.52  1.3735
C -1.61 -3.23 0.51  -1.8841
C -3.83 -2.49 1.30  -0.9140
C -0.43 -1.82 2.89  -0.2916
O 0.02 -1.91 4.02  -0.6906
O 0.24 -1.67 1.79  -0.3353
H -6.38 -1.06 1.03  0.2806
H -6.73 -1.39 2.73  0.3653
H -6.57 -2.73 1.58  0.3671
H -4.81 -0.62 3.93  0.1660
H -3.14 0.16 5.13  0.3127
H -1.49 0.24 4.47  0.1000
H -1.93 -1.09 5.50  0.3147
H -1.09 -2.52 -0.14  0.1881
H -2.24 -3.89 -0.10  0.5102
H -0.81 -3.82 0.97  0.3836
H -4.23 -3.00 0.42  0.3266
C -3.33 2.30 1.77  -0.7305
C -2.68 1.35 0.99  -1.0000
C -1.36 1.00 1.23  -0.3296
C -0.61 1.57 2.28  -0.2774
C -1.29 2.54 3.05  -0.0455
C -2.60 2.89 2.80  -0.7484
N 0.66 1.13 2.55  1.3950
C 1.52 2.04 3.18  -0.5869
C 2.34 1.60 4.23  -0.5167
C 3.27 2.46 4.80  -0.6523
C 3.39 3.77 4.37  -0.4914
C 2.58 4.21 3.34  -0.8106
C 1.66 3.36 2.75  0.4751
H -4.36 2.57 1.58  0.3700
H -3.20 0.86 0.18  0.4564
H -0.91 0.24 0.60  0.6951
H -0.77 3.01 3.88  0.4204
H -3.08 3.63 3.44  0.3146
H 2.26 0.57 4.54  0.3721
H 3.90 2.08 5.60  0.3771
H 4.12 4.43 4.82  0.3524
H 2.67 5.23 2.97  0.3292
H 1.04 3.71 1.93  0.4664

Summary:
Expectation value of S²: 2.032
2S+1: 3
Energy above the lowest of the compared OMol25 structures with the same formula, charge and spin (kJ/mol): 6.42
F_max (hartree/bohr): 0.0111
Kohn-Sham gap (spin up / spin down) (eV): 4.569 / 5.724
Charge: -2

No. 3
Formula: C41H36Br2ClGeIrN4O2PS
Source: the Open Molecules 2025 dataset
Level of theory: wB97M-V/def2-TZVPD

Last column: Mulliken charge in e.
Geometry (Å):
Ir -0.31 -3.05 -1.81  1.6724
N 7.25 0.72 -1.18  -0.2934
C 6.01 0.31 -1.21  1.2558
C 5.07 0.97 -1.98  -0.7450
C 3.75 0.65 -1.84  -0.4311
C 3.43 -0.35 -0.90  0.0086
C 4.37 -0.96 0.03  -0.7722
C 5.69 -0.71 -0.22  -0.7545
S 1.81 -0.81 -0.53  1.4070
O 1.62 -1.13 0.86  -0.6331
O 1.06 0.19 -1.23  -0.7505
N 1.50 -2.19 -1.43  -0.3032
C 1.98 -2.37 -2.72  0.4699
N 1.13 -3.20 -3.36  -0.3867
C 1.40 -3.62 -4.61  -0.0181
C 2.55 -3.11 -5.18  -0.7275
C 3.25 -2.12 -4.51  -0.2464
N 3.09 -1.83 -3.21  -0.2524
H 7.57 1.37 -1.87  0.2447
H 7.94 0.44 -0.48  0.2530
H 5.49 1.56 -2.74  0.4295
H 3.11 1.20 -2.44  0.6272
H 4.03 -1.61 0.85  0.5023
H 6.60 -1.15 0.23  0.3593
H 0.62 -4.22 -5.17  0.4205
H 2.77 -3.40 -6.21  0.3832
H 4.03 -1.63 -5.09  0.4453
Br -2.76 -2.09 -2.79  -0.0415
C -2.78 -0.25 -3.75  -0.5403
Br -4.31 -0.16 -4.88  0.0270
H -1.85 -0.21 -4.35  0.2980
H -2.84 0.50 -2.98  0.3777
Cl -2.52 -1.87 1.42  0.0172
C -3.36 -3.27 1.31  0.9994
C -4.72 -3.25 1.87  -0.5213
C -5.59 -4.23 1.45  -0.5754
C -5.01 -5.31 0.80  -0.5367
C -3.65 -5.39 0.35  -0.3686
C -2.81 -4.33 0.59  -0.0986
P -1.10 -4.51 -0.09  0.1214
C 0.06 -4.53 1.24  0.7269
C 1.39 -4.88 0.84  -0.3318
C 2.36 -5.18 1.77  -0.9908
C 1.97 -5.17 3.12  -0.4132
C 0.65 -5.02 3.52  -0.8505
C -0.34 -4.74 2.56  -0.4122
C -1.19 -6.16 -0.92  0.1592
C -1.85 -6.26 -2.15  -0.2086
C -2.18 -7.50 -2.54  -0.5418
C -1.89 -8.61 -1.83  -0.5313
C -1.04 -8.58 -0.69  -0.7720
C -0.72 -7.37 -0.23  -0.2379
H -5.00 -2.49 2.59  0.4811
H -6.69 -4.27 1.73  0.4168
H -5.75 -6.14 0.64  0.3987
H -3.27 -6.33 -0.04  0.3918
H 1.61 -5.01 -0.22  0.4358
H 3.46 -5.30 1.67  0.4036
H 2.71 -5.45 3.86  0.4328
H 0.45 -5.13 4.58  0.4282
H -1.37 -4.81 2.80  0.5436
H -2.15 -5.37 -2.60  0.4925
H -2.81 -7.65 -3.40  0.3944
H -2.21 -9.55 -2.27  0.4270
H -0.81 -9.55 -0.27  0.4406
H -0.14 -7.29 0.67  0.3944
Ge -0.29 8.58 2.26  0.8627
C -0.74 9.02 4.09  0.5568
C -0.47 8.13 5.02  -0.3579
C -0.73 8.46 6.37  -0.6412
C -1.34 9.66 6.61  -0.4495
C -1.72 10.55 5.59  -0.6396
C -1.41 10.21 4.28  -0.3181
C -0.94 9.33 0.59  0.2992
C -2.24 9.98 0.35  -0.0710
C -2.68 10.02 -0.96  -0.5348
C -1.94 9.55 -2.03  -0.4854
C -0.65 8.91 -1.80  -0.4898
C -0.15 8.74 -0.56  -0.4839
H 0.77 7.55 2.26  -0.0171
H 0.05 7.22 4.77  0.3289
H -0.33 7.72 7.05  0.3762
H -1.64 9.99 7.56  0.4243
H -2.31 11.42 5.82  0.4043
H -1.77 10.80 3.52  0.3882
H -2.90 10.24 1.15  0.3628
H -3.65 10.37 -1.32  0.3280
H -2.34 9.54 -2.96  0.4893
H -0.14 8.50 -2.67  0.3425
H 0.78 8.27 -0.38  0.3251

Summary:
Expectation value of S²: 8.816
2S+1: 6
Energy above the lowest of the compared OMol25 structures with the same formula, charge and spin (kJ/mol): 219.23
F_max (hartree/bohr): 0.1023
Kohn-Sham gap (spin up / spin down) (eV): 6.938 / 3.506
Charge: +4

No. 4
Formula: C41H36F3N6O4TeZr
Source: the Open Molecules 2025 dataset
Level of theory: wB97M-V/def2-TZVPD

Last column: Mulliken charge in e.
Geometry (Å):
Zr 0.26 0.78 1.64  0.3580
C 0.65 0.82 -5.60  -1.6776
C 0.85 0.80 -4.11  0.1593
C 2.08 1.12 -3.55  -0.8817
C 2.29 1.08 -2.17  0.5560
C 3.60 1.56 -1.61  -0.2916
O 4.15 2.51 -2.13  -0.5765
C 4.18 0.89 -0.41  0.2031
C 4.76 1.67 0.58  -0.3981
C 5.29 1.07 1.71  -0.7424
C 5.27 -0.31 1.84  -0.5569
C 4.72 -1.10 0.83  -0.5307
C 4.15 -0.50 -0.28  0.0744
C 1.22 0.74 -1.35  0.0054
O 1.34 0.67 -0.01  0.2991
C -0.04 0.49 -1.89  -0.4595
C -0.22 0.49 -3.26  0.3346
C -1.11 0.30 -0.87  1.3018
N -1.27 1.40 0.04  0.5569
C -1.00 2.79 -0.40  -0.7538
C -1.79 3.29 -1.61  -1.1300
Te -3.89 2.82 -1.70  0.2029
C -3.68 1.52 -3.35  -0.1877
C -3.98 0.17 -3.25  0.0272
C -3.84 -0.67 -4.34  -0.5284
C -3.38 -0.17 -5.55  -0.5164
C -3.08 1.18 -5.67  -0.5874
C -3.23 2.03 -4.58  -0.3831
C -1.71 -0.88 -0.58  0.8010
C -2.54 -1.04 0.70  0.6393
C -3.19 -2.40 0.80  -1.1795
C -2.96 -3.40 -0.05  -0.9344
C -2.06 -3.23 -1.19  -1.0527
C -1.48 -2.04 -1.43  -1.2364
H 1.60 0.89 -6.12  0.4516
H 0.04 1.68 -5.90  0.2783
H 0.13 -0.08 -5.95  0.3375
H 2.90 1.41 -4.18  0.5556
H 4.78 2.75 0.46  0.4608
H 5.72 1.68 2.49  0.4466
H 5.71 -0.78 2.71  0.4556
H 4.74 -2.18 0.92  0.5385
H 3.70 -1.10 -1.06  0.5470
H -1.20 0.28 -3.68  0.0948
H 0.06 2.90 -0.63  0.2690
H -1.20 3.40 0.48  0.5595
H -1.40 2.87 -2.53  0.1573
H -1.68 4.37 -1.67  0.6960
H -4.33 -0.24 -2.30  0.3600
H -4.09 -1.72 -4.25  0.4126
H -3.27 -0.83 -6.40  0.4223
H -2.73 1.58 -6.61  0.5033
H -3.02 3.08 -4.68  0.4440
H -4.12 -0.10 1.64  0.2987
H -3.87 -2.52 1.64  0.4769
H -3.45 -4.35 0.09  0.4743
H -1.88 -4.07 -1.85  0.5680
H -0.84 -1.91 -2.29  0.5154
N 1.04 0.37 3.86  -0.3937
C 1.66 -0.91 4.13  0.0126
C 2.17 -1.26 5.35  -0.4307
C 2.77 -2.53 5.52  -0.8635
C 2.85 -3.41 4.48  -1.0419
C 2.33 -3.06 3.21  0.9180
C 2.38 -3.92 2.09  -0.9935
C 1.89 -3.49 0.89  -1.3363
C 1.35 -2.20 0.80  -0.4792
N 1.25 -1.38 1.84  2.0561
C 1.74 -1.80 3.04  -0.3447
H 0.18 0.47 4.41  0.4140
H 1.65 1.13 4.11  0.4079
H 2.11 -0.57 6.18  0.5485
H 3.18 -2.79 6.49  0.4353
H 3.32 -4.38 4.62  0.4783
H 2.82 -4.91 2.19  0.4554
H 1.92 -4.11 0.01  0.5560
H 0.98 -1.82 -0.14  0.4678
F -4.26 1.74 3.46  -0.2548
C -3.22 2.46 3.94  0.8233
F -3.15 3.60 3.26  -0.2376
F -3.45 2.72 5.21  -0.2441
C -1.94 1.59 3.77  0.3261
O -1.72 0.71 4.59  -0.7072
O -1.28 1.83 2.70  -0.4053
N 2.01 3.61 2.43  -0.7572
C 1.43 2.66 2.13  -0.0928
N -3.50 0.04 0.84  -0.3509
N -1.59 -0.88 1.87  -0.4956
H -4.08 0.14 0.01  0.0907
H -2.21 1.33 0.46  0.5510
H -1.17 -1.79 2.03  0.3165
H -2.13 -0.69 2.71  0.3339

Summary:
Energy above the lowest of the compared OMol25 structures with the same formula, charge and spin (kJ/mol): 2.49
F_max (hartree/bohr): 0.0135
Kohn-Sham gap (eV): 6.894
Charge: +1

No. 5
Formula: C41H36N2O2OsP2
Source: the Open Molecules 2025 dataset
Level of theory: wB97M-V/def2-TZVPD

Last column: Mulliken charge in e.
Geometry (Å):
Os 0.00 -0.57 0.09  2.0080
N 1.56 -1.73 0.77  -0.4765
C 1.74 -1.91 2.23  0.3881
C 2.85 -2.57 2.71  -0.5319
C 3.00 -2.69 4.09  -0.7878
C 2.05 -2.16 4.96  -0.7986
C 0.94 -1.50 4.46  -0.9368
C 0.77 -1.39 3.08  -0.2324
P -0.60 -0.59 2.25  1.3575
C -1.64 -1.90 1.60  0.0688
C -2.60 -1.61 0.61  0.4641
C -3.33 -2.64 0.04  -0.7363
C -3.10 -3.95 0.43  -0.7007
C -2.15 -4.25 1.41  -0.7754
C -1.41 -3.24 1.99  -1.1649
C -1.40 0.55 3.35  1.1082
C -2.53 0.16 4.06  -0.5620
C -3.09 1.02 4.99  -0.8363
C -2.52 2.27 5.20  -0.5563
C -1.39 2.67 4.49  -0.9360
C -0.82 1.81 3.57  -0.1230
H 1.43 -2.64 0.34  0.3807
H 2.43 -1.35 0.40  0.5492
H 3.60 -2.97 2.04  0.5343
H 3.87 -3.19 4.49  0.4417
H 2.20 -2.24 6.03  0.4870
H 0.20 -1.08 5.13  0.5564
H -2.82 -0.59 0.34  0.2987
H -4.08 -2.42 -0.71  0.5193
H -3.68 -4.75 -0.02  0.4657
H -2.00 -5.27 1.73  0.5048
H -0.68 -3.47 2.75  0.5484
H -2.98 -0.82 3.89  0.5008
H -3.96 0.72 5.55  0.4689
H -2.96 2.94 5.93  0.4489
H -0.95 3.64 4.67  0.4683
H 0.07 2.11 3.03  0.5494
O -0.33 -2.10 -1.32  -0.4623
N 0.62 -2.83 -1.96  0.2147
C 1.60 -2.24 -2.65  -0.4582
C 2.52 -3.01 -3.33  -1.2314
C 2.42 -4.39 -3.29  -0.3123
C 1.39 -4.97 -2.56  -0.7708
C 0.49 -4.17 -1.90  -0.1190
H 1.61 -1.16 -2.63  1.1470
H 3.30 -2.51 -3.89  0.5049
H 3.13 -5.01 -3.82  0.4536
H 1.27 -6.05 -2.51  0.4832
H -0.36 -4.52 -1.33  0.4349
O 1.28 0.58 -0.85  -0.9788
P 0.65 1.79 -1.65  2.9558
C 1.17 3.33 -0.96  0.2188
C 2.19 3.37 -0.02  -0.3385
C 2.53 4.59 0.56  -0.7954
C 1.86 5.74 0.19  -0.4982
C 0.84 5.70 -0.76  -0.8364
C 0.49 4.49 -1.34  -0.4102
C -1.12 1.58 -1.37  -0.1002
C -2.08 1.36 -2.37  -0.9163
C -3.42 1.35 -2.05  -0.8498
C -3.84 1.60 -0.74  -0.6494
C -2.91 1.83 0.26  -0.7484
C -1.55 1.80 -0.05  -0.0717
C 1.07 1.65 -3.36  0.7663
C 1.96 2.57 -3.92  -0.9814
C 2.36 2.42 -5.24  -0.8506
C 1.88 1.36 -6.00  -0.6673
C 0.99 0.44 -5.45  -0.9916
C 0.59 0.58 -4.13  -0.6115
H 2.72 2.47 0.26  0.4279
H 3.33 4.63 1.29  0.4738
H 2.13 6.69 0.64  0.4556
H 0.32 6.60 -1.04  0.4499
H -0.30 4.46 -2.08  0.4721
H -1.77 1.24 -3.40  0.6208
H -4.15 1.19 -2.83  0.5341
H -4.89 1.65 -0.52  0.4935
H -3.23 2.07 1.26  0.5520
H -0.84 2.13 0.70  0.6465
H 2.34 3.39 -3.33  0.4472
H 3.04 3.14 -5.68  0.4678
H 2.19 1.25 -7.03  0.4501
H 0.62 -0.37 -6.05  0.5113
H -0.11 -0.14 -3.71  0.5056

Summary:
Expectation value of S²: 0.754
2S+1: 2
Energy above the lowest of the compared OMol25 structures with the same formula, charge and spin (kJ/mol): 0.00
F_max (hartree/bohr): 0.0370
Kohn-Sham gap (spin up / spin down) (eV): 7.611 / 7.536
Charge: +3